{
  "formula": "C20H27FN4O4",
  "method": "ωB97M-V with the def2-TZVPD basis set",
  "gap_ha": 0.3423,
  "smiles": "CCN(C[C@@H](C)NC(=O)c1cc(O)nn1C)C(=O)[C@@H](Cc1ccc(F)cc1)OC",
  "lumo_ev": 0.637,
  "e_homo_ev": -8.68,
  "elements": ["C", "C", "N", "C", "C", "C", "N", "C", "O", "C", "C", "C", "O", "N", "N", "C", "C", "O", "C", "C", "C", "C", "C", "C", "F", "C", "C", "O", "C", "H", "H", "H", "H", "H", "H", "H", "H", "H", "H", "H", "H", "H", "H", "H", "H", "H", "H", "H", "H", "H", "H", "H", "H", "H", "H", "H"],
  "coordinates": [[1.14393, 1.63312, 0.77574], [0.63883, 0.77240, -0.37541], [0.55365, -0.64333, -0.02060], [1.81548, -1.34717, -0.26443], [1.91718, -2.83489, 0.04697], [3.11503, -3.40071, -0.71491], [2.06892, -3.16595, 1.46524], [2.01678, -2.33211, 2.52938], [2.06796, -1.11183, 2.48360], [1.93292, -3.04284, 3.83537], [2.20263, -4.35837, 4.17038], [1.95656, -4.40447, 5.54680], [2.08676, -5.48982, 6.33974], [1.56810, -3.23949, 6.02625], [1.55849, -2.40896, 4.96546], [1.18728, -1.02156, 5.17386], [-0.51793, -1.17518, 0.62411], [-0.53853, -2.28676, 1.12032], [-1.82087, -0.34535, 0.61286], [-2.49425, -0.47935, -0.76388], [-2.43974, -1.88086, -1.31570], [-1.53569, -2.20428, -2.32096], [-1.41419, -3.50520, -2.79171], [-2.21752, -4.47670, -2.23390], [-2.10821, -5.74708, -2.67946], [-3.13146, -4.19556, -1.23766], [-3.23563, -2.89138, -0.78282], [-2.73327, -0.83005, 1.56140], [-2.30895, -0.65628, 2.89898], [1.28437, 2.66461, 0.44922], [0.43178, 1.62610, 1.60258], [2.08830, 1.25131, 1.16126], [-0.32156, 1.13452, -0.73397], [1.32134, 0.84596, -1.22490], [1.99629, -1.26694, -1.34190], [2.62260, -0.81610, 0.24133], [1.00674, -3.32332, -0.30217], [2.95700, -3.32740, -1.79164], [4.02782, -2.86137, -0.45401], [3.26282, -4.45191, -0.46652], [1.83215, -4.12102, 1.67914], [2.55396, -5.15619, 3.54002], [1.85464, -5.22135, 7.23724], [2.06388, -0.37799, 5.13621], [0.49015, -0.69833, 4.40650], [0.72537, -0.97099, 6.15541], [-1.61626, 0.71150, 0.82541], [-3.52684, -0.15059, -0.63472], [-2.02117, 0.20283, -1.47131], [-0.90890, -1.42724, -2.74467], [-0.71820, -3.76712, -3.57713], [-3.73886, -4.99086, -0.82798], [-3.92658, -2.65474, 0.01549], [-3.14911, -0.92299, 3.53616], [-1.45968, -1.30157, 3.13028], [-2.03814, 0.39071, 3.08801]],
  "forces_ev_per_a": [[-0.005, 0.000, 0.000], [0.030, 0.011, 0.060], [-0.033, -0.015, -0.045], [-0.035, -0.012, -0.075], [0.038, 0.020, 0.066], [-0.001, 0.000, 0.001], [-0.008, -0.008, 0.008], [0.005, -0.003, 0.000], [0.001, 0.001, -0.011], [-0.006, 0.001, -0.001], [0.001, 0.008, 0.003], [-0.004, -0.005, 0.003], [0.001, 0.000, 0.001], [-0.002, 0.000, -0.005], [0.006, -0.002, -0.001], [0.000, -0.002, 0.004], [0.012, 0.006, -0.006], [-0.006, -0.001, -0.007], [0.004, -0.009, 0.005], [-0.007, 0.001, -0.001], [0.000, 0.001, 0.001], [0.001, -0.001, 0.001], [-0.003, 0.001, -0.001], [0.005, 0.000, 0.004], [-0.001, 0.000, -0.001], [-0.002, 0.001, -0.002], [0.000, 0.000, 0.000], [0.000, 0.003, 0.000], [0.002, 0.004, -0.004], [0.000, 0.000, 0.000], [0.001, -0.001, 0.001], [0.002, 0.001, 0.000], [0.002, 0.002, 0.001], [-0.001, 0.001, 0.000], [0.005, -0.002, 0.000], [-0.003, 0.001, 0.000], [-0.006, -0.003, 0.000], [0.000, 0.002, -0.002], [-0.001, 0.000, 0.000], [-0.001, 0.002, 0.001], [0.000, 0.003, 0.001], [0.002, -0.002, 0.002], [0.000, 0.000, -0.003], [0.001, 0.001, 0.000], [-0.004, 0.000, -0.002], [0.001, 0.000, -0.001], [-0.002, 0.001, 0.002], [0.001, 0.001, -0.002], [0.001, -0.002, -0.002], [0.000, 0.000, 0.000], [0.000, 0.000, 0.000], [0.000, -0.001, 0.000], [0.000, 0.000, 0.000], [0.001, -0.003, 0.001], [0.006, -0.002, 0.005], [-0.001, 0.000, 0.000]]
}

---

{
  "formula": "C5H7NO",
  "method": "ωB97M-V with the def2-TZVPD basis set",
  "gap_ha": 0.3005,
  "lumo_ev": 0.376,
  "e_homo_ev": -7.80,
  "elements": ["C", "C", "C", "N", "C", "C", "O", "H", "H", "H", "H", "H", "H", "H"],
  "coordinates": [[-1.67749, -1.09943, 0.26216], [-0.26015, -0.64040, 0.16802], [0.37958, 0.54102, -0.09550], [0.03761, 1.91916, -0.43946], [1.80116, 0.44061, -0.09976], [1.96768, -0.89054, 0.19051], [0.73262, -1.56433, 0.35770], [-2.36104, -0.25312, 0.10925], [-1.91371, -1.86197, -0.49732], [-1.90453, -1.54019, 1.24546], [-0.43438, 2.46707, 0.29085], [-0.44527, 2.05029, -1.33728], [1.27054, 1.99507, -0.47549], [2.80738, -1.56325, 0.32085]],
  "forces_ev_per_a": [[-0.157, -0.058, 0.015], [0.675, 0.243, -0.087], [-0.361, -0.833, 0.105], [0.184, 0.286, -0.059], [-0.116, -0.858, 0.197], [-0.492, 0.355, -0.071], [-0.008, 0.861, -0.173], [0.201, -0.205, 0.039], [0.152, 0.242, 0.203], [0.148, 0.156, -0.266], [0.288, -0.266, -0.303], [0.286, -0.087, 0.402], [-0.651, -0.074, 0.038], [-0.148, 0.239, -0.041]]
}